C3H11NO | wB97M-V/def2-TZVPD

Each line ends with the Löwdin charge.
Atoms and positions in Å:
C: -1.11 -1.29 -1.43  -0.106
C: -1.70 0.12 -1.25  -0.251
H: -2.18 0.43 -2.18  0.095
H: 0.33 0.91 -1.32  0.098
H: -2.43 0.13 -0.45  0.090
H: -1.34 -1.71 -2.41  0.065
H: 3.92 -0.35 2.95  0.032
C: -0.64 1.18 -0.91  -0.292
N: -0.35 1.31 0.55  -0.016
H: -1.44 -1.96 -0.64  0.061
H: 0.31 0.60 0.83  0.049
H: 4.72 -1.11 4.01  0.029
O: 4.01 -0.47 3.90  -0.060
H: -1.22 1.29 1.05  0.051
H: -0.02 -1.27 -1.41  0.062
H: -0.87 2.18 -1.28  0.096

Values from the calculation:
**LUMO**: 0.80 eV
**HOMO-LUMO gap**: 9.94 eV
**Electronic energy**: -6826.568 eV
**SMILES string**: CCCN.O